[1]
# C26H68FO16PS

10 unconnected molecules or ions with the total composition C26H68FO16PS (the ωB97M-V functional and the def2-TZVPD basis, the OMol25 dataset).

Geometry as XYZ:
```
113
Properties=species:S:1:pos:R:3:forces:R:3:lowdin_charge:R:1
O 2.07855 -3.10219 1.33558 -0.02 -0.34 -0.14 0.196
C 1.43178 -2.15322 1.06400 -0.11 0.26 0.05 -0.530
O 0.57445 -1.52733 1.90357 0.31 0.21 -0.05 0.109
C -0.07175 -0.48015 1.09988 0.54 -1.21 0.50 -0.444
F -0.39147 0.57832 1.87488 0.12 -0.33 0.18 0.102
C -1.28259 -1.20957 0.48454 -0.53 1.02 -0.29 -0.056
C -2.62255 -0.45035 0.60096 -0.16 -0.45 -0.37 -0.151
C -3.03927 0.33677 -0.65690 -0.02 0.00 0.12 -0.173
C -3.77663 1.63058 -0.31671 0.02 -0.45 0.18 -0.248
O -3.08560 2.44361 0.63030 0.14 0.13 0.00 -0.074
C 1.15111 -0.16426 0.22810 -1.00 1.57 -0.14 -0.686
S 0.59688 1.00529 -1.08297 0.20 -0.70 -1.11 0.914
C 2.33495 0.50664 0.93928 -0.25 -0.64 0.04 -0.162
P 3.74922 0.84488 -0.17870 0.11 1.62 0.34 0.411
O 3.84583 2.28815 -0.41533 0.03 -0.05 0.00 -0.270
O 5.03355 0.21287 0.51743 -1.44 -1.18 -0.56 -0.120
O 3.62014 0.01962 -1.54601 -0.16 -0.29 0.19 -0.132
O 1.48784 -1.48575 -0.15555 0.31 -0.12 0.40 0.064
H -1.06226 -1.43135 -0.56139 -0.01 0.08 0.00 0.127
H -1.39141 -2.17248 0.97873 0.20 0.11 0.21 0.134
H -2.65989 0.17223 1.49384 0.17 0.05 -0.07 0.100
H -3.37788 -1.22535 0.74318 0.02 0.08 0.12 0.091
H -2.18873 0.50448 -1.32142 0.05 0.17 0.09 0.073
H -3.73596 -0.30438 -1.20394 0.04 0.20 -0.09 0.087
H -4.01747 2.19999 -1.21913 -0.05 -0.04 0.02 0.120
H -4.70791 1.33682 0.17054 -0.05 0.26 -0.08 0.102
H -2.34726 2.89067 0.20427 -0.11 -0.04 -0.06 0.073
H -0.14776 1.80661 -0.30912 0.14 -0.26 0.34 -0.093
H 1.99035 1.46524 1.32328 0.22 0.09 -0.06 0.108
H 2.69182 -0.08241 1.78977 -0.08 -0.06 -0.07 0.115
H 5.16941 -0.66015 0.11446 0.36 -0.02 0.35 0.101
H 3.29629 0.63122 -2.22377 0.06 -0.09 -0.01 0.080
C 8.54168 3.33929 -0.21782 -0.03 0.05 0.18 -0.085
C 8.26452 2.05388 0.54265 -0.14 0.13 -0.55 -0.299
O 6.94869 1.57637 0.26313 1.06 0.39 0.29 -0.108
H 7.80947 4.10140 0.05369 0.01 -0.02 0.08 0.082
H 9.54268 3.71903 -0.00415 0.01 0.01 -0.08 0.069
H 8.45694 3.17640 -1.29200 0.14 -0.05 0.00 0.049
H 8.32832 2.22139 1.61740 -0.12 -0.09 0.02 0.113
H 8.99308 1.28214 0.26740 0.12 0.07 0.12 0.103
H 6.90144 1.42358 -0.68588 -0.09 0.08 0.00 0.080
C -5.77123 -3.54391 -3.77864 0.08 -0.06 0.01 -0.088
C -5.68609 -3.04996 -2.34662 0.03 0.26 -0.26 -0.322
O -4.41693 -2.45847 -2.07506 0.01 -0.18 0.12 -0.092
H -4.98556 -4.27400 -3.97616 -0.03 -0.04 0.03 0.076
H -6.73898 -4.00670 -3.97721 0.00 0.02 -0.02 0.075
H -5.63096 -2.71812 -4.48019 -0.09 0.02 0.01 0.074
H -5.80617 -3.87798 -1.64926 0.09 0.03 0.03 0.102
H -6.47251 -2.31388 -2.14864 -0.09 -0.10 0.05 0.109
H -4.30575 -1.71858 -2.68046 -0.01 -0.01 -0.01 0.073
C 9.23568 5.09180 -5.04898 0.01 -0.07 -0.03 -0.092
C 8.97364 4.56612 -3.64985 0.31 0.22 -0.03 -0.333
O 10.09918 3.85288 -3.14270 -0.08 -0.12 -0.08 -0.099
H 9.47393 4.26985 -5.72488 -0.05 -0.02 0.01 0.075
H 8.36678 5.62543 -5.43698 0.02 0.02 0.00 0.074
H 10.09045 5.77224 -5.05148 -0.06 0.07 0.02 0.073
H 8.13312 3.87328 -3.65334 0.04 -0.05 0.07 0.109
H 8.73681 5.39072 -2.96920 -0.16 -0.01 -0.03 0.112
H 10.84500 4.46107 -3.12319 0.02 -0.04 0.05 0.084
C -8.22750 1.94540 0.82835 0.04 0.07 0.03 -0.083
C -7.87735 1.65591 -0.61961 -0.10 -0.36 0.21 -0.303
O -6.93966 0.58588 -0.70555 0.10 0.08 -0.23 -0.105
H -7.32741 2.20152 1.39057 0.01 0.07 -0.04 0.072
H -8.93713 2.77067 0.90366 -0.03 -0.03 0.02 0.074
H -8.66740 1.06411 1.30065 -0.11 0.02 -0.07 0.070
H -7.41988 2.52850 -1.08592 0.08 -0.06 -0.04 0.111
H -8.77598 1.39120 -1.18501 -0.07 0.17 0.03 0.090
H -7.34371 -0.19326 -0.30268 0.12 -0.09 0.17 0.052
C -12.28793 1.90212 -3.15578 0.06 0.05 0.02 -0.093
C -11.64559 0.75656 -2.39556 -0.33 0.12 0.12 -0.324
O -11.50684 1.06448 -1.01064 0.19 -0.02 -0.05 -0.092
H -11.69335 2.80984 -3.04748 0.04 -0.03 -0.03 0.075
H -12.37978 1.66677 -4.21712 -0.03 0.01 0.01 0.073
H -13.28367 2.11725 -2.76074 -0.03 -0.06 -0.06 0.072
H -10.64545 0.55737 -2.77838 0.04 -0.03 0.10 0.105
H -12.24374 -0.15456 -2.50144 0.08 -0.04 -0.13 0.108
H -12.38633 1.23126 -0.65817 0.02 0.00 0.03 0.079
C -1.55195 -0.71420 4.77616 -0.03 0.01 -0.04 -0.077
C -3.06216 -0.66511 4.66042 0.15 -0.29 0.16 -0.306
O -3.55270 -1.83201 3.99569 -0.12 0.18 -0.10 -0.094
H -1.12179 -0.79189 3.78081 0.08 0.04 0.03 0.047
H -1.15852 0.17797 5.26563 0.01 -0.01 -0.01 0.082
H -1.22902 -1.59163 5.34194 -0.03 0.04 0.07 0.079
H -3.36822 0.19753 4.06945 -0.10 -0.08 -0.07 0.109
H -3.53264 -0.59079 5.64643 0.02 0.13 0.00 0.108
H -3.29492 -2.59146 4.52770 -0.01 -0.03 -0.05 0.082
C 4.27055 -5.39360 2.43829 0.15 -0.03 -0.04 -0.095
C 3.45501 -6.60628 2.03490 -0.03 0.08 0.37 -0.321
O 3.82535 -7.76158 2.78725 0.04 -0.08 -0.17 -0.090
H 5.33517 -5.58658 2.29607 -0.01 -0.04 -0.04 0.075
H 3.98755 -4.52221 1.85051 -0.04 0.02 0.05 0.046
H 4.12220 -5.16324 3.49642 -0.08 0.05 -0.02 0.075
H 3.61789 -6.84659 0.98549 0.00 -0.10 0.02 0.111
H 2.38736 -6.41345 2.18197 -0.01 0.09 -0.15 0.107
H 3.67307 -7.56534 3.71642 0.01 -0.01 0.00 0.075
C 12.27377 1.78628 -0.34210 -0.08 0.08 -0.07 -0.094
C 13.58324 2.54785 -0.42233 -0.15 -0.01 0.37 -0.322
O 13.43378 3.88986 0.03704 0.04 0.04 -0.19 -0.088
H 11.50697 2.28590 -0.93673 0.03 -0.03 -0.06 0.059
H 12.39164 0.76469 -0.70696 -0.02 -0.01 0.04 0.076
H 11.91120 1.74993 0.68866 0.06 -0.09 0.02 0.073
H 13.93368 2.60176 -1.45190 0.03 0.10 0.01 0.110
H 14.35357 2.05165 0.17781 0.04 -0.10 -0.13 0.107
H 13.13651 3.85509 0.95129 0.00 0.02 -0.01 0.077
C -6.17362 -3.48640 2.64281 -0.20 -0.03 0.07 -0.086
C -6.17343 -2.64212 1.38550 0.17 0.12 0.20 -0.296
O -7.25752 -1.71426 1.35927 -0.22 0.00 -0.16 -0.086
H -7.10276 -4.05147 2.73506 0.01 -0.03 -0.10 0.075
H -5.33787 -4.18752 2.62868 0.02 0.03 0.04 0.077
H -6.08525 -2.85702 3.53005 0.15 0.01 -0.02 0.064
H -6.27582 -3.27177 0.50267 -0.06 0.11 -0.02 0.097
H -5.23599 -2.08485 1.30730 0.06 -0.15 -0.06 0.095
H -7.16868 -1.13840 2.12598 0.01 0.00 -0.01 0.086
```
Forces are in eV/Å.

gap between HOMO and LUMO = 10.06 eV
structure (SMILES) = O=C1O[C@](F)(CCCCO)[C@@](S)(CP(=O)(O)O)O1.CCO.CCO.CCO.CCO.CCO.CCO.CCO.CCO.CCO
total charge = 0


[2]
# C26H69IN19O33

17 unconnected molecules or ions with the total composition C26H69IN19O33 (the ωB97M-V functional and the def2-TZVPD basis, the OMol25 dataset).

Geometry as XYZ:
```
148
Properties=species:S:1:pos:R:3:forces:R:3:lowdin_charge:R:1
C -1.44794 -0.63408 1.46158 0.23 -0.22 -0.33 0.018
C -2.04457 -1.78518 0.65468 -2.80 0.35 -1.88 -0.412
O -3.13527 -1.61179 0.04997 3.23 -0.80 2.22 0.041
N -1.34668 -3.03214 0.55248 -0.25 1.16 0.43 0.046
C -1.68538 -4.07518 1.54693 -0.07 -0.75 -0.55 -0.178
C -0.53605 -4.35796 2.51987 -0.12 0.39 0.11 -0.158
C -0.50164 -3.44168 3.77121 0.22 -0.06 0.27 -0.153
C 0.88346 -2.80818 3.89059 -0.23 -0.68 -0.66 -0.142
N 1.14821 -2.12675 5.19320 0.37 0.12 -0.22 -0.078
C 2.62929 -2.04034 5.45594 0.08 -0.25 -0.05 -0.084
C 3.28377 -1.20058 4.38062 0.56 0.11 0.10 -0.177
N 2.70231 0.14546 4.22264 -0.62 -0.90 -0.32 -0.055
C 1.25216 0.20650 4.27361 0.30 0.28 0.25 -0.750
I 0.69714 2.19642 4.95188 -0.13 -0.13 -0.20 0.886
C 0.60423 -0.73311 5.27967 -0.57 0.32 0.15 -0.197
H -0.70428 -0.96617 2.19521 -0.25 -0.05 -0.13 0.035
H -2.25459 -0.08010 1.94479 0.09 -0.02 -0.09 0.097
H -0.92487 0.05454 0.78441 -0.17 -0.07 0.05 0.099
H -0.34737 -2.85797 0.53904 -0.05 -0.10 0.23 0.079
H -2.62091 -3.83144 2.06474 0.19 0.11 -0.09 0.129
H -1.88424 -4.99900 0.98938 -0.04 0.15 0.14 0.119
H -0.56533 -5.40071 2.84692 -0.05 0.12 -0.10 0.122
H 0.39796 -4.23292 1.95469 -0.06 -0.16 0.08 0.102
H -1.28118 -2.67505 3.73200 0.04 -0.06 -0.06 0.107
H -0.69114 -4.05255 4.66433 -0.08 0.13 -0.09 0.122
H 1.04382 -2.12815 3.04980 0.18 0.14 0.31 0.101
H 1.63136 -3.60374 3.79306 -0.07 0.18 0.09 0.145
H 0.71494 -2.69841 5.91936 0.00 0.10 0.06 0.187
H 3.02182 -3.05952 5.40832 -0.02 0.14 0.10 0.141
H 2.77405 -1.65337 6.46721 -0.12 0.12 -0.16 0.145
H 3.32497 -1.76886 3.44098 -0.20 0.09 0.05 0.114
H 4.32802 -1.07315 4.69327 -0.15 -0.01 -0.07 0.135
H 2.95161 0.44107 3.28035 0.31 0.44 0.27 0.065
H 0.76112 0.11969 3.30159 0.16 0.01 0.05 0.052
H -0.47029 -0.76322 5.07901 0.13 -0.06 0.10 0.127
H 0.74277 -0.39235 6.31091 0.13 -0.13 -0.20 0.112
C 1.62466 -1.39079 -1.23829 -0.11 0.23 0.17 0.048
N 2.03872 -1.87993 0.10163 0.10 -0.04 -0.16 -0.426
O 2.05459 -1.08951 1.02549 -0.15 0.11 0.32 0.040
O 2.33128 -3.05460 0.21553 -0.05 -0.15 0.04 0.056
H 1.39475 -0.33400 -1.17526 0.14 -0.12 0.08 0.064
H 2.45461 -1.56647 -1.91646 -0.02 -0.06 -0.04 0.111
H 0.75334 -1.96601 -1.53720 0.05 -0.11 -0.09 0.086
C -5.94228 -2.02406 -1.43873 0.25 0.10 -0.01 0.025
N -6.66301 -1.82118 -2.72078 0.05 0.00 0.11 -0.449
O -6.01387 -1.54458 -3.70679 0.04 0.01 -0.10 0.066
O -7.86987 -1.95506 -2.69763 -0.15 -0.05 0.00 0.055
H -4.88209 -1.88223 -1.60414 0.00 -0.02 -0.07 0.075
H -6.32761 -1.29802 -0.73019 -0.08 -0.05 0.02 0.076
H -6.14913 -3.03653 -1.10881 -0.07 0.03 0.06 0.072
C -9.71597 -2.36200 1.10874 -0.02 -0.17 -0.03 0.061
N -8.43957 -1.60373 1.18871 -0.06 -0.04 -0.07 -0.442
O -7.40105 -2.23196 1.27109 0.05 -0.15 0.16 0.031
O -8.50842 -0.39676 1.16011 -0.01 0.16 0.04 0.074
H -9.48751 -3.42039 1.14265 0.05 0.02 0.00 0.097
H -10.32579 -2.05846 1.95448 -0.02 0.07 -0.04 0.103
H -10.19265 -2.08853 0.17206 -0.02 0.07 0.03 0.107
C 0.13304 2.40275 -4.08794 -0.16 -0.05 -0.04 0.055
N 0.41221 1.24594 -3.20227 -0.03 0.08 -0.05 -0.424
O -0.29159 0.26425 -3.28373 -0.07 -0.08 0.06 0.082
O 1.35693 1.35152 -2.43881 0.02 0.26 0.00 0.031
H -0.72139 2.16425 -4.70974 0.00 -0.05 0.03 0.104
H -0.06869 3.25871 -3.44953 0.06 0.00 0.02 0.108
H 1.02058 2.56596 -4.68699 0.06 0.06 0.01 0.072
C 1.77963 5.80524 -7.36494 -0.13 0.04 -0.15 0.058
N 2.01141 4.62926 -6.48790 0.03 -0.04 0.01 -0.440
O 1.27805 3.66649 -6.61067 -0.04 0.04 -0.13 0.046
O 2.92274 4.70024 -5.69372 0.05 0.02 0.09 0.070
H 0.93805 5.58994 -8.01189 0.00 -0.04 0.03 0.098
H 1.57734 6.65357 -6.71807 0.08 0.03 0.01 0.104
H 2.68900 5.96601 -7.93579 0.04 0.04 0.07 0.105
C -6.19263 -1.65063 4.30808 -0.08 0.08 -0.19 0.046
N -6.75543 -1.60573 5.68460 0.02 0.03 -0.10 -0.445
O -7.74630 -0.93144 5.86740 -0.08 0.01 0.04 0.063
O -6.17909 -2.24937 6.53164 0.10 -0.07 0.11 0.071
H -6.80132 -1.03136 3.65980 -0.01 0.01 0.02 0.077
H -5.17534 -1.27505 4.36402 0.02 -0.06 0.02 0.097
H -6.20611 -2.68649 3.98295 0.05 -0.01 0.02 0.100
C 6.00613 1.58435 1.60606 -0.08 -0.04 0.11 0.043
N 4.68350 1.62988 0.92543 0.06 0.10 0.00 -0.423
O 3.68617 1.44263 1.59687 -0.16 -0.06 0.06 0.035
O 4.67087 1.85794 -0.26326 0.03 -0.01 -0.02 0.072
H 5.84853 1.37257 2.65622 -0.01 -0.01 0.00 0.082
H 6.59120 0.80378 1.13422 0.04 0.05 -0.07 0.092
H 6.47593 2.55321 1.46647 0.03 -0.03 -0.08 0.110
C -6.41742 -5.74923 -3.44247 -0.02 0.16 -0.03 0.062
N -5.98267 -6.18272 -2.08514 -0.03 0.04 -0.08 -0.446
O -5.74214 -5.32291 -1.25984 0.02 0.08 0.07 0.047
O -5.89567 -7.37155 -1.89098 0.02 -0.15 0.01 0.078
H -6.44887 -4.66656 -3.46914 0.01 0.00 0.03 0.080
H -5.69563 -6.14054 -4.15260 -0.04 -0.07 0.00 0.105
H -7.39952 -6.17682 -3.61882 0.03 -0.07 -0.02 0.106
C -9.07494 1.67913 5.10532 0.10 -0.04 -0.06 0.025
N -9.38134 3.02613 4.55140 0.03 -0.07 0.01 -0.457
O -8.67101 3.44425 3.66250 0.08 0.04 -0.09 0.066
O -10.32405 3.61394 5.03169 -0.11 0.06 0.06 0.069
H -8.21653 1.28162 4.58177 0.00 0.04 -0.04 0.071
H -8.86933 1.79888 6.16426 -0.08 -0.01 0.02 0.101
H -9.95095 1.05631 4.95436 -0.04 0.03 0.08 0.102
C 2.89274 4.59098 -1.30756 -0.06 -0.03 -0.23 0.049
N 3.00936 6.05586 -1.06493 -0.01 -0.09 0.06 -0.449
O 2.75333 6.81742 -1.97287 -0.09 0.03 -0.19 0.059
O 3.35695 6.39316 0.04437 0.07 0.03 0.18 0.069
H 2.57975 4.42803 -2.33260 0.02 0.06 -0.01 0.085
H 3.86870 4.15463 -1.12246 -0.03 -0.03 0.07 0.084
H 2.16149 4.20604 -0.60348 0.06 -0.02 0.06 0.103
C -4.31242 1.13661 -1.11945 -0.13 -0.01 -0.24 0.039
N -3.84237 2.53857 -0.96342 -0.02 -0.14 -0.02 -0.454
O -3.93279 3.28291 -1.91180 0.03 0.11 -0.11 0.077
O -3.37606 2.83414 0.11875 0.09 0.03 0.12 0.050
H -4.68997 1.00110 -2.12739 0.01 0.10 -0.01 0.097
H -3.46117 0.49269 -0.93215 -0.04 -0.06 0.12 0.071
H -5.09101 0.96924 -0.38082 0.08 -0.01 0.09 0.102
C 2.43378 -4.90411 -3.47896 0.14 -0.09 -0.05 0.062
N 1.90993 -3.59722 -3.96027 0.04 -0.09 -0.01 -0.435
O 2.59167 -2.95892 -4.73623 0.06 0.06 0.08 0.054
O 0.83150 -3.24728 -3.53736 -0.16 -0.03 0.03 0.059
H 3.39986 -5.07694 -3.93810 -0.01 0.04 -0.02 0.099
H 2.51311 -4.83874 -2.39688 -0.08 -0.01 0.00 0.094
H 1.71562 -5.66582 -3.76729 -0.05 0.02 0.06 0.106
C 3.30359 -2.95406 -7.77919 0.07 0.15 -0.02 0.040
N 3.95487 -3.96627 -8.65325 -0.01 0.07 0.04 -0.458
O 5.10954 -3.78428 -8.96945 0.12 0.02 -0.03 0.070
O 3.27831 -4.91611 -8.98311 -0.09 -0.11 -0.02 0.061
H 4.02242 -2.17300 -7.56216 0.03 -0.03 -0.03 0.097
H 2.44588 -2.56143 -8.31698 -0.04 -0.08 0.02 0.104
H 2.99262 -3.45952 -6.87242 -0.05 0.00 -0.09 0.064
C 10.14854 0.60318 4.22374 0.02 -0.02 0.25 0.058
N 8.81326 0.62900 3.57054 0.28 0.01 0.13 -0.424
O 7.82723 0.43225 4.25017 -0.13 -0.04 0.03 0.061
O 8.79833 0.85176 2.37955 -0.19 0.05 -0.22 0.046
H 10.00834 0.39724 5.27811 -0.06 0.00 -0.01 0.097
H 10.72991 -0.17300 3.73554 0.03 0.08 -0.09 0.104
H 10.60420 1.57584 4.05920 0.04 -0.04 -0.13 0.094
C 1.30100 9.98794 -2.73779 0.15 0.04 0.05 0.046
N 0.56292 10.17534 -4.01660 0.05 -0.04 0.10 -0.460
O 1.15101 10.68897 -4.94246 0.10 0.05 -0.14 0.063
O -0.58557 9.79008 -4.04602 -0.13 -0.07 0.00 0.059
H 2.30599 10.37243 -2.86192 -0.01 0.01 -0.05 0.096
H 0.76066 10.53281 -1.96976 -0.06 -0.06 0.01 0.101
H 1.31373 8.92416 -2.52094 -0.05 0.01 0.04 0.078
C 10.79959 2.46121 -0.44649 -0.05 0.17 -0.04 0.052
N 11.18335 2.06308 0.93347 0.00 -0.01 -0.06 -0.454
O 11.16392 2.91446 1.79705 -0.05 0.07 0.13 0.060
O 11.49015 0.90493 1.10418 0.09 -0.13 0.01 0.057
H 10.55776 3.51725 -0.44278 0.02 0.00 0.04 0.096
H 11.64689 2.25169 -1.09207 -0.02 -0.08 -0.01 0.103
H 9.94180 1.85811 -0.72847 0.05 -0.07 -0.01 0.100
```
Forces are in eV/Å.

gap between HOMO and LUMO = 9.28 eV
total charge = +1


It is found that the strongest force on any atom values, taken in the order of the records, are 1.94, 4.00 eV/A.
It is found that the E_HOMO values, taken in the order of the records, are -9.8, -12.1 eV.
It is found that the molecular weight values, taken in the order of the records, are 718.85, 1302.84 g mol⁻¹.